ORCA calculation (ωB97M-V with the def2-TZVPD basis set) on a single C6H9FN2O2 molecule at a distorted geometry.

Structure (SMILES): CN1C(=O)N(F)C(C)(C)C1=O
HOMO-LUMO gap (eV): 10.48
E_HOMO (eV): -9.89
Relative energy (zero: lowest compared OMol25 entry of this formula, charge and spin) (eV): 0.043
Energy (eV): -16158.338
LUMO (eV): 0.59

Structure (XYZ):
```
20
Properties=species:S:1:pos:R:3:forces:R:3
H -0.2468 -2.6058 -1.6707 -0.6491 -0.9319 -0.0447
H 0.5590 2.1875 1.8280 -1.4938 -1.7744 0.4962
O 1.0297 -1.6596 0.7655 1.4381 -1.3525 0.3209
H 0.5946 0.3891 2.4637 -0.2764 1.2172 -0.7301
C 1.9000 1.2196 -0.1394 -0.8984 -0.0695 -0.1060
H -0.9245 0.9484 1.8149 -1.4932 0.6518 0.6227
N -0.7393 -1.1427 -0.5420 -0.9203 2.1532 0.1613
C 0.4727 0.6976 0.3353 1.3217 0.7382 -0.9061
H 2.5620 0.3046 -0.0538 -0.2418 1.4346 -0.3927
H 2.2716 2.0774 0.5429 -0.5250 -1.4624 -1.2789
H -0.9531 -3.1941 -0.1740 -0.7573 0.4656 -0.2550
O -2.5124 0.1704 -1.3949 1.2485 -1.1438 0.4772
H 1.6863 1.5910 -1.2283 1.0708 -0.7539 2.0129
C 0.3717 -0.8795 0.1682 -0.7988 3.1745 1.0261
C 0.1102 1.1198 1.7379 3.0307 -0.0494 0.6297
N -0.5521 1.1825 -0.6044 0.5909 -4.1388 -1.0634
H -2.0201 -2.3903 -1.5880 0.6868 -0.3519 1.1503
C -1.0872 -2.4385 -0.9654 0.7188 -1.1217 -2.1999
C -1.4137 0.0169 -0.9008 -1.5453 3.6073 -0.3658
F -1.1086 2.4056 -0.3948 -0.5069 -0.2923 0.4453
```
Positions in Å, forces in eV/Å.